Record 1
{
  "formula": "C4H7NO",
  "method": "ωB97M-V/def2-TZVPD",
  "elements": ["O", "C", "C", "N", "C", "C", "H", "H", "H", "H", "H", "H", "H"],
  "positions_angstrom": [[1.583605, -2.482968, 0.438391], [1.226268, -1.415974, 0.005740], [-0.194720, -0.925056, 0.249639], [-0.411778, 0.511571, 0.008308], [0.117536, 1.011910, -1.111169], [-1.131572, 1.151143, 0.925585], [1.896631, -0.768647, -0.591275], [-0.452232, -1.159456, 1.284134], [-0.872095, -1.487948, -0.402658], [-0.029273, 2.061881, -1.321391], [0.498876, 0.333186, -1.859750], [-1.403900, 2.181319, 0.743646], [-1.415343, 0.638628, 1.831244]],
  "atomic_forces_ev_per_a": [[-0.1362, 0.4494, -0.1979], [0.0533, -0.3391, 0.1510], [-0.0326, -0.1411, 0.0393], [0.0308, 0.1052, -0.0489], [-0.1425, -0.0140, -0.0424], [0.0295, 0.0262, 0.0262], [-0.0757, -0.0593, 0.1507], [0.0169, 0.0552, -0.1634], [0.1413, 0.0686, 0.0482], [-0.0073, -0.1429, 0.0233], [-0.0504, 0.0948, 0.1570], [0.0932, -0.1243, 0.0148], [0.0799, 0.0213, -0.1579]],
  "nbo_charge": [-0.50, 0.42, -0.33, -0.23, -0.40, -0.36, 0.14, 0.24, 0.24, 0.20, 0.18, 0.19, 0.19],
  "relative_energy_kcal_mol": 83.3,
  "e_tot_ev": -7796.0331,
  "homo_energy_ev": -7.05
}

Record 2
{
  "formula": "C3H11N3Si",
  "method": "ωB97M-V/def2-TZVPD",
  "elements": ["C", "C", "C", "N", "N", "N", "Si", "H", "H", "H", "H", "H", "H", "H", "H", "H", "H", "H"],
  "positions_angstrom": [[0.506927, 2.137407, 0.216591], [-1.922653, 0.073611, 0.414752], [0.956576, -0.490355, 1.381902], [0.686694, -2.994096, -1.356856], [0.883875, -3.445643, -2.326935], [0.127159, -0.247560, -1.547905], [-0.111251, 0.279392, 0.057547], [1.088361, 2.325902, -0.674506], [-0.342299, 2.746873, 0.312253], [1.095041, 2.035668, 1.081807], [-2.580900, 0.470846, -0.354944], [-2.299006, -0.937780, 0.499742], [-2.178591, 0.545527, 1.311764], [0.690897, 0.053887, 2.278848], [0.939263, -1.555839, 1.452745], [1.939494, -0.105738, 1.364246], [-0.122179, -1.094954, -1.888191], [0.642592, 0.202853, -2.222859]],
  "atomic_forces_ev_per_a": [[-0.7514, -2.9814, -1.4413], [-0.2104, -0.6478, -1.0422], [-0.9105, 0.6106, -0.1579], [0.0505, -0.3757, 0.3305], [0.0907, -0.1612, -0.2590], [-0.1387, 1.6112, 1.7269], [0.5218, 1.3078, 0.0474], [0.2219, 0.4554, -0.0674], [-0.8150, 1.2246, 0.1863], [0.8484, 0.6434, 1.0960], [0.2610, 0.4492, -0.2541], [0.3420, -0.5897, 0.1681], [-0.4345, 0.8415, 1.5824], [-0.9078, -0.4914, 0.7768], [-0.0023, -0.6199, 0.4479], [1.5869, -0.0135, -0.9068], [-1.1514, -2.7182, -0.8527], [1.3986, 1.4550, -1.3808]],
  "nbo_charge": [-1.05, -1.13, -1.13, -0.01, 0.01, -1.28, 1.74, 0.23, 0.23, 0.22, 0.24, 0.24, 0.23, 0.23, 0.24, 0.24, 0.37, 0.39],
  "relative_energy_kcal_mol": 0.0,
  "e_tot_ev": -15639.0965,
  "homo_energy_ev": -9.23,
  "smiles": "C[Si](C)(C)N.N#N"
}